10
Properties=species:S:1:pos:R:3:forces:R:3:mulliken_charge:R:1 method="wB97M-V/def2-TZVPD" charge=+1 relative_energy_kj_mol=111.8
Cs 0.117 -1.980 1.837 0.19 -2.48 0.34 1.033
C -0.388 0.649 0.731 0.69 0.13 -1.45 -1.280
C 0.327 0.141 -0.621 -1.45 1.15 -0.30 -0.284
O -0.038 -1.170 -1.098 0.39 -0.12 1.56 -0.527
H -1.474 0.567 0.766 -0.04 -0.25 -0.43 0.442
H -0.172 1.716 0.778 0.08 -0.04 0.05 0.288
H -0.014 0.190 1.646 0.07 1.66 -0.53 0.315
H 1.393 0.369 -0.581 0.30 -0.72 0.40 0.367
H 0.002 0.773 -1.447 -0.26 0.66 0.44 0.333
H 0.247 -1.255 -2.011 0.03 0.01 -0.09 0.315